[1]
# C18H54HgO22S

A structure of composition C18H54HgO22S at a distorted geometry (the ωB97M-V functional and the def2-TZVPD basis, the Open Molecules 2025 dataset).

Results
Spin multiplicity: 1
HOMO: -8.42 eV
HOMO-LUMO gap: 6.527 eV
Relative energy (zero: lowest compared OMol25 entry of this formula, charge and spin): 269.70 kJ/mol

Structure (XYZ):
```
96
C18H54HgO22S the ωB97M-V functional and the def2-TZVPD basis
C 4.491 -0.641 -0.289
O 0.417 -0.864 1.582
H -1.977 3.447 -3.121
H 1.603 3.596 2.967
Hg -2.095 1.011 -0.797
C 5.870 -0.041 0.118
O 6.675 0.000 -1.040
H -3.487 -0.772 4.987
H 0.639 1.392 2.097
H -2.932 -2.086 5.843
H 2.302 -1.303 5.276
H 3.637 2.677 1.555
H 1.431 -1.249 2.760
H 2.770 -0.915 0.514
C 2.584 -0.903 4.302
O -4.137 -4.688 -1.735
H 0.655 -1.511 -3.594
O -3.311 1.851 -2.882
H -3.805 -2.237 -3.412
C -1.954 -3.837 -0.974
O -5.557 -2.477 -1.151
H -1.283 0.594 -4.166
H -1.846 5.526 1.149
H 2.026 -1.921 -4.641
H -0.599 -1.574 4.572
C -2.901 -5.065 -1.173
H -0.257 6.009 0.380
C -2.551 -1.181 5.368
H -1.746 -2.307 3.613
H -4.136 1.833 -3.372
O -0.077 1.062 0.318
O 1.415 -0.641 -0.533
H -0.948 -4.212 -0.789
H -5.135 -3.319 -1.339
C -5.589 -1.732 -2.339
O 2.113 -1.700 3.262
H -4.222 -0.584 -3.530
H 4.576 -0.089 4.982
H 2.249 0.134 4.268
H 3.333 -0.060 -3.874
O 2.315 -2.222 -2.661
H 1.142 2.178 0.202
C -2.320 2.547 -3.630
C 2.656 2.203 1.568
H 2.565 2.481 3.684
H -4.289 -5.068 -2.603
H -0.450 1.999 -4.472
O -2.489 -2.873 -0.034
H -0.688 3.400 0.754
H 4.307 -0.673 2.331
O -1.386 -0.346 3.224
C -1.583 -1.372 4.149
H -1.828 -2.190 0.102
H 5.696 0.932 0.577
O 2.002 0.771 -2.568
C 2.254 0.041 -3.756
H -2.575 2.746 -4.671
C 1.903 2.558 2.821
H 2.817 1.125 1.579
C -1.208 5.489 0.267
C 1.739 -1.455 -3.699
H 1.920 0.521 -4.676
H -0.230 3.793 -0.872
C 4.175 -0.781 4.242
H 6.410 -0.770 0.723
S 0.241 -0.346 0.280
H -2.452 -5.735 -1.906
O -0.570 1.443 -2.418
O -2.066 -0.171 6.243
H -1.815 0.564 5.678
H -2.922 -5.637 -0.245
H -2.997 -1.652 -1.337
H 3.974 0.129 -0.861
H 0.369 1.254 -2.479
H -2.648 6.203 -0.899
C -1.003 3.965 -0.124
H 4.613 -1.403 -1.059
O 4.857 -0.339 3.043
H -6.190 -0.826 -2.256
C -4.148 -1.397 -2.808
C -1.133 1.582 -3.731
O 3.681 -0.922 0.817
H 1.972 -1.910 -1.821
H -2.807 3.995 -0.754
H -6.113 -2.295 -3.111
O 0.684 1.871 2.928
O 1.944 2.667 0.399
H -1.848 -3.365 -1.950
H -0.678 -0.645 2.649
H 4.681 -1.722 4.459
H 1.957 0.114 -1.870
O -1.689 6.163 -0.883
O -3.293 -0.865 -1.799
O -2.148 3.315 -0.595
O -0.974 -0.895 -0.322
H 7.424 0.599 -1.008
```


[2]
# H17LiO9

A structure of composition H17LiO9 at a distorted geometry (the ωB97M-V functional and the def2-TZVPD basis, the Open Molecules 2025 dataset).

Results
Spin multiplicity: 1
HOMO: -9.81 eV
HOMO-LUMO gap: 9.170 eV
Relative energy (zero: lowest compared OMol25 entry of this formula, charge and spin): 56.66 kJ/mol

Structure (XYZ):
```
27
H17LiO9 the ωB97M-V functional and the def2-TZVPD basis
H 4.319 9.740 39.969
O 1.607 10.022 39.281
O 6.017 13.420 40.944
H 1.768 9.011 38.888
H 1.162 11.209 40.602
Li 5.516 11.472 40.825
H 1.212 12.140 44.286
O 2.593 9.397 42.317
H 5.432 9.041 39.171
H 1.701 11.192 43.198
O 3.623 11.285 40.531
H 2.908 10.142 41.761
H 5.154 13.798 40.630
H 3.915 11.845 37.744
O 0.860 11.640 43.496
O 4.481 12.249 38.250
O 3.504 14.671 40.432
H 6.698 13.606 40.217
H 3.920 12.092 38.939
H 3.560 14.993 39.474
H 3.305 11.871 41.091
H 2.383 10.225 39.843
O 4.755 8.902 39.948
H 2.880 13.986 40.396
O 0.437 11.812 40.921
H 0.592 11.705 41.863
H 3.025 8.550 42.209
```


[3]
# C2H7N

A cluster of 2 separate species, C2H7N in total at a distorted geometry (the ωB97M-V functional and the def2-TZVPD basis, the Open Molecules 2025 dataset).

Results
Spin multiplicity: 1
HOMO: -9.68 eV
SMILES string: C=C.N
HOMO-LUMO gap: 10.828 eV
Relative energy (zero: lowest compared OMol25 entry of this formula, charge and spin): 121.36 kJ/mol

Structure (XYZ):
```
10
C2H7N the ωB97M-V functional and the def2-TZVPD basis
H -3.050 -0.287 -0.271
H 1.668 -0.922 0.226
H 3.361 -0.666 0.102
H -1.327 0.982 1.015
C -2.181 0.191 -0.720
N 2.460 -0.326 0.389
H 2.508 -0.090 1.367
H -2.136 -0.034 -1.781
C -1.166 0.649 -0.001
H -0.138 0.504 -0.325
```


[4]
# C28H40Cl3N3O3PdSSb

A structure of composition C28H40Cl3N3O3PdSSb at a distorted geometry (the ωB97M-V functional and the def2-TZVPD basis, the Open Molecules 2025 dataset).

Results
Spin multiplicity: 1
HOMO (spin up / spin down): -10.57 / -10.57 eV
Total charge: +1
HOMO-LUMO gap (spin up / spin down): 5.514 / 5.508 eV
Relative energy (zero: lowest compared OMol25 entry of this formula, charge and spin): 321.56 kJ/mol

Structure (XYZ):
```
80
C28H40Cl3N3O3PdSSb the ωB97M-V functional and the def2-TZVPD basis
C 4.358 3.436 -3.452
Cl 1.123 5.267 -2.065
H -1.813 -3.290 -0.674
C -0.341 3.505 0.519
C 3.525 8.016 -2.222
C 3.668 4.888 -1.181
H -5.225 -1.257 3.443
C 0.519 4.471 0.948
H -0.111 -2.256 1.780
H -5.307 -1.920 1.816
H 6.142 7.128 -4.360
H -5.588 1.414 0.267
Cl 4.779 2.542 -4.861
N 1.768 3.933 0.888
C 5.475 7.364 -3.555
H 2.013 -0.450 -0.415
H 6.299 3.248 -2.563
C 5.303 3.647 -2.457
H 0.351 5.476 1.277
C 4.950 4.372 -1.338
C -5.048 1.659 -0.646
H -5.301 -1.085 -1.889
N 0.373 2.387 0.198
C -4.947 -2.017 -1.457
H 2.505 6.320 -0.066
H 3.752 8.284 0.436
H -3.146 0.044 4.200
H -1.950 0.519 2.986
H 2.839 -1.873 -1.155
H -3.233 2.209 0.360
H 2.276 -2.759 0.956
H -5.472 -2.198 -0.521
H -3.000 2.918 -2.021
C 3.353 5.640 0.096
H -2.934 -1.689 -2.179
C 2.736 4.663 -2.189
C -3.446 -1.996 -1.261
H 5.523 8.041 0.468
C 1.411 -2.376 0.399
H -3.109 -4.088 -1.554
O 0.861 -2.595 -2.600
C 5.720 7.326 -2.223
C 3.076 3.951 -3.329
H -1.406 3.556 0.407
C 2.986 4.623 1.200
C -4.981 -1.064 2.399
H 3.798 3.900 1.293
H -3.082 1.237 -2.544
O 0.072 -0.589 -2.048
N 0.505 -1.624 1.274
S 3.871 7.869 -3.914
H -2.960 -1.763 2.545
H 0.863 -3.226 -0.020
Cl 1.980 8.519 -1.689
H 6.663 7.046 -1.790
C -3.011 0.301 3.151
H -3.361 -3.650 0.137
C 0.845 -1.586 -1.931
H 2.351 3.803 -4.112
H -3.591 1.202 2.951
H 5.675 4.572 -0.560
C -2.897 -3.334 -0.799
C 1.897 -1.494 -0.756
H -5.300 2.682 -0.924
H 2.877 5.161 2.146
H 2.479 2.039 0.232
C 1.639 2.683 0.419
C 4.599 7.702 -1.437
H 1.036 -1.085 1.964
Sb -2.786 -0.438 0.201
Pd -0.411 0.324 -0.196
C 4.581 7.670 0.062
H -5.538 -0.187 2.085
O 4.466 6.354 0.583
H -5.392 1.008 -1.446
H -1.683 1.803 -1.598
C -2.780 1.893 -1.727
C -3.547 1.548 -0.456
H -5.205 -2.820 -2.146
C -3.490 -0.845 2.276
```


[5]
# C16H19B11Br6MgN4O2S

A structure of composition C16H19B11Br6MgN4O2S (the ωB97M-V functional and the def2-TZVPD basis, the Open Molecules 2025 dataset).

Results
Spin multiplicity: 1
HOMO (spin up / spin down): -12.95 / -12.95 eV
Total charge: +2
HOMO-LUMO gap (spin up / spin down): 2.768 / 2.849 eV
Relative energy (zero: lowest compared OMol25 entry of this formula, charge and spin): 71.62 kJ/mol

Structure (XYZ):
```
60
C16H19B11Br6MgN4O2S the ωB97M-V functional and the def2-TZVPD basis
B 0.501 -2.349 2.508
Br 3.295 -3.740 3.406
B 0.289 -4.879 3.897
Mg 1.148 -0.553 -0.559
Br -1.364 -1.668 -0.049
H -2.792 7.347 1.136
S -0.748 5.529 1.770
B 1.449 -3.802 3.014
C -2.027 7.387 0.372
H 1.302 -6.183 1.931
C 0.385 -1.890 -3.465
C 2.028 0.285 -4.200
B 0.833 -3.626 1.321
B -1.186 -2.501 3.063
C -2.159 8.215 -0.733
H 0.629 7.744 -2.357
H -0.949 -5.227 0.226
N 0.941 -1.060 -2.528
C -0.884 1.936 0.037
B -1.296 -4.100 3.936
C -0.246 3.976 1.045
H -3.007 -4.083 2.014
H -3.045 8.827 -0.851
C 1.790 -0.061 -2.842
H -0.949 -2.451 -5.795
H 0.499 -2.163 -6.793
H -2.050 -4.342 4.804
Br 2.072 -3.237 -0.125
H -1.359 -6.208 2.814
O -0.326 -2.834 -3.190
B 0.716 -5.203 2.207
N 0.689 -1.587 -4.802
B -0.763 -2.867 1.374
H -1.639 1.259 -0.343
C 1.082 3.593 0.955
Br 1.381 -0.617 2.280
H 0.457 -3.501 -5.620
H 2.366 2.020 0.248
N -1.229 8.325 -1.674
H -2.308 3.422 0.647
C 0.138 -2.482 -5.819
C 1.454 -0.521 -5.127
C -0.891 -5.237 2.745
C -0.861 6.596 0.440
B -0.615 -4.616 1.172
Br 0.597 -2.247 5.763
B -1.868 -3.932 2.265
C -1.262 3.155 0.585
H 0.600 -5.638 4.739
C 0.133 6.706 -0.554
H 1.894 4.210 1.314
H 2.648 1.123 -4.472
B 0.159 -3.085 4.132
C 1.345 2.358 0.384
N 0.384 1.542 -0.054
O 2.324 0.518 -1.827
Br -2.241 -0.964 3.507
H 1.590 -0.357 -6.188
C -0.105 7.598 -1.575
H 1.052 6.140 -0.513
```


[6]
# C18H19NO2

An isolated molecule of C18H19NO2 at a distorted geometry (the ωB97M-V functional and the def2-TZVPD basis, the Open Molecules 2025 dataset).

Results
Spin multiplicity: 1
HOMO: -8.53 eV
SMILES string: COc1ccccc1C(=O)Nc1cccc2c1CCCC2
HOMO-LUMO gap: 9.162 eV
Relative energy (zero: lowest compared OMol25 entry of this formula, charge and spin): 1316.79 kJ/mol

Structure (XYZ):
```
40
C18H19NO2 the ωB97M-V functional and the def2-TZVPD basis
H -3.030 4.888 0.533
C -1.589 3.687 1.979
H -2.813 3.245 -1.221
C -2.505 3.766 0.888
C -0.153 2.196 3.497
O 0.758 0.265 -1.378
C 0.518 -0.656 -0.634
C 0.420 0.153 2.714
H -3.393 3.146 1.348
C 0.420 -4.567 -2.568
H 0.947 -0.781 2.929
H -0.853 4.462 1.717
C -2.047 3.096 -0.290
H 4.648 -1.535 -2.147
C 0.112 0.446 1.558
C -0.721 1.498 1.286
C -1.530 1.901 -0.132
H -0.770 1.375 -0.855
C 3.882 -2.292 -2.270
C 0.508 -2.021 -1.416
H -0.987 3.824 -0.501
C 0.582 1.205 3.635
O 2.648 -1.698 -1.711
H 3.782 -2.235 -3.345
N -0.045 -0.706 0.399
H 1.069 1.016 4.585
C -0.671 2.540 2.371
H -0.039 -1.625 1.049
C 1.648 -2.514 -1.858
H -2.002 4.182 2.921
C 1.770 -3.699 -2.511
H 4.168 -3.379 -2.031
C -0.675 -2.687 -1.490
H 2.285 -4.393 -2.858
H 0.403 -5.304 -3.226
C -0.744 -4.154 -1.920
H -1.561 -2.359 -0.933
H -2.299 1.042 -0.035
H -1.912 -4.482 -2.188
H -0.230 3.152 4.108
```


[7]
# C23H6Br2Cl56N2

A structure of composition C23H6Br2Cl56N2 at a distorted geometry (the ωB97M-V functional and the def2-TZVPD basis, the Open Molecules 2025 dataset).

Results
Spin multiplicity: 1
HOMO: -9.68 eV
HOMO-LUMO gap: 8.858 eV

Structure (XYZ):
```
89
C23H6Br2Cl56N2 the ωB97M-V functional and the def2-TZVPD basis
C 1.474 -4.588 5.887
Cl 0.512 3.493 3.842
Cl 4.591 3.680 6.234
Cl 1.301 2.738 -2.138
Cl 2.729 4.452 -8.195
Cl -5.412 2.361 -1.321
Cl -1.701 1.031 3.578
Cl -0.360 -5.630 -1.810
H 2.010 -0.755 -4.420
Cl -2.088 -0.405 6.071
Cl 5.570 6.410 6.359
C 2.786 -1.598 -2.479
Cl 5.211 -1.092 9.311
H -3.853 -1.181 -1.819
Cl 1.473 5.481 5.725
Cl 2.041 4.578 -5.376
C 0.234 -7.058 -2.688
Cl 1.419 -5.901 -6.808
Cl -4.870 5.648 1.192
C 1.957 4.259 -1.480
Cl -5.587 -1.797 -5.811
Cl 1.502 -5.926 4.717
Cl 0.542 -8.376 -1.536
C -0.860 -0.942 -2.294
Cl -4.253 7.616 3.236
C -3.337 -1.958 -2.516
Cl -4.352 0.127 4.331
Cl -2.951 1.101 -2.215
Cl 7.439 4.211 6.036
C 0.524 -0.269 -2.753
Cl 0.693 6.279 3.043
Cl 0.000 -1.437 3.330
Cl -3.014 2.536 0.309
Cl 3.111 4.723 3.449
C -1.992 -1.239 -3.120
C 1.394 -0.352 3.126
Br -1.026 -1.414 -0.343
Cl 1.573 0.667 4.571
C -2.809 0.764 4.942
C -3.655 6.179 2.376
Cl 2.319 -8.649 -6.536
Cl 1.741 -6.649 -3.538
Cl 6.066 4.590 8.566
N 0.400 -3.665 -4.459
Br -1.976 -0.836 -5.064
H 4.063 -2.029 -0.428
Cl 4.781 1.690 10.020
Cl 0.877 6.475 -7.241
H -3.030 -2.925 -1.936
Cl 2.873 -1.317 2.894
Cl 2.090 -3.111 5.112
Cl -3.177 3.997 -2.195
C 0.338 1.147 -3.560
C -5.133 -2.168 -7.490
N 0.087 1.865 -4.533
Cl -6.445 -3.081 -8.270
H 1.071 0.047 -1.771
Cl -3.353 4.872 3.543
Cl 1.225 4.583 0.109
C 2.011 -7.329 -7.687
Cl -0.196 -4.315 6.436
Cl 1.579 5.594 -2.591
C 5.916 4.722 6.799
C 1.447 4.994 4.015
Cl 0.787 -7.847 -8.868
Cl 3.695 6.650 -6.561
Cl -6.954 -1.833 3.263
Cl 3.721 4.117 -1.303
Cl -3.094 2.303 5.786
Cl -2.142 6.581 1.533
Cl -0.989 -7.578 -3.870
Cl -4.842 -2.847 1.547
Cl -7.569 -3.785 1.203
C 0.905 -2.729 -3.840
C 2.335 5.538 -6.843
C 3.635 -1.875 -1.497
Cl -3.645 -3.142 -7.503
C -6.353 -3.261 2.390
Cl -6.046 -4.576 3.545
Cl 3.518 -6.919 -8.537
C -3.639 2.499 -1.356
Cl 4.407 0.817 7.276
C 1.553 -1.288 -3.505
Cl 7.077 0.941 8.407
Cl -4.857 -0.652 -8.377
H -4.041 -2.307 -3.375
Cl 2.497 -4.998 7.283
Cl 1.131 0.683 1.706
C 5.369 0.589 8.753
```


Copy entry 6 word for word.
# C18H19NO2

An isolated molecule of C18H19NO2 at a distorted geometry (the ωB97M-V functional and the def2-TZVPD basis, the Open Molecules 2025 dataset).

Results
Spin multiplicity: 1
HOMO: -8.53 eV
SMILES string: COc1ccccc1C(=O)Nc1cccc2c1CCCC2
HOMO-LUMO gap: 9.162 eV
Relative energy (zero: lowest compared OMol25 entry of this formula, charge and spin): 1316.79 kJ/mol

Structure (XYZ):
```
40
C18H19NO2 the ωB97M-V functional and the def2-TZVPD basis
H -3.030 4.888 0.533
C -1.589 3.687 1.979
H -2.813 3.245 -1.221
C -2.505 3.766 0.888
C -0.153 2.196 3.497
O 0.758 0.265 -1.378
C 0.518 -0.656 -0.634
C 0.420 0.153 2.714
H -3.393 3.146 1.348
C 0.420 -4.567 -2.568
H 0.947 -0.781 2.929
H -0.853 4.462 1.717
C -2.047 3.096 -0.290
H 4.648 -1.535 -2.147
C 0.112 0.446 1.558
C -0.721 1.498 1.286
C -1.530 1.901 -0.132
H -0.770 1.375 -0.855
C 3.882 -2.292 -2.270
C 0.508 -2.021 -1.416
H -0.987 3.824 -0.501
C 0.582 1.205 3.635
O 2.648 -1.698 -1.711
H 3.782 -2.235 -3.345
N -0.045 -0.706 0.399
H 1.069 1.016 4.585
C -0.671 2.540 2.371
H -0.039 -1.625 1.049
C 1.648 -2.514 -1.858
H -2.002 4.182 2.921
C 1.770 -3.699 -2.511
H 4.168 -3.379 -2.031
C -0.675 -2.687 -1.490
H 2.285 -4.393 -2.858
H 0.403 -5.304 -3.226
C -0.744 -4.154 -1.920
H -1.561 -2.359 -0.933
H -2.299 1.042 -0.035
H -1.912 -4.482 -2.188
H -0.230 3.152 4.108
```


> spin multiplicity of number 4 (C28H40Cl3N3O3PdSSb)?

1


> Number 3 is which compound?

C2H7N